1.
Below is a structure of composition C18H26BN10OPd, with properties calculated with wB97M-V/def2-TZVPD.

The geometry in ORCA input format:
```
! wB97M-V def2-TZVPD RIJCOSX def2/J DEFGRID3
* xyz 0 2
Pd -0.216 0.025 -0.083
C -1.663 -1.588 3.042
C -0.601 -0.556 3.261
C -0.056 -0.080 4.463
C 0.872 0.861 4.080
N 0.874 0.935 2.730
N -0.021 0.043 2.232
B 1.780 1.835 1.807
N 2.581 0.865 0.847
C 3.892 0.711 0.565
C 4.042 -0.280 -0.379
C 2.739 -0.702 -0.662
C 2.253 -1.749 -1.612
N 1.880 -0.003 0.074
N 0.948 2.803 0.894
C 0.881 4.153 0.904
C 0.018 4.551 -0.090
C -0.430 3.356 -0.681
C -1.403 3.139 -1.799
N 0.147 2.321 -0.091
N 2.650 2.703 2.751
C 3.976 2.852 3.009
C 4.128 3.814 3.971
C 2.816 4.230 4.268
C 2.358 5.264 5.250
N 1.938 3.565 3.538
H -1.936 -2.064 3.984
H -2.562 -1.139 2.611
H -1.310 -2.359 2.357
H -0.309 -0.374 5.471
H 1.510 1.481 4.684
H 4.652 1.304 1.023
H 4.962 -0.641 -0.813
H 3.069 -2.107 -2.240
H 1.841 -2.600 -1.070
H 1.473 -1.347 -2.255
H 1.439 4.745 1.608
H -0.251 5.563 -0.350
H -1.538 4.051 -2.380
H -1.044 2.349 -2.458
H -2.373 2.824 -1.410
H 4.740 2.274 2.535
H 5.052 4.164 4.405
H 3.208 5.713 5.763
H 1.801 6.055 4.746
H 1.696 4.823 5.997
C -4.665 -2.849 -0.586
N -4.122 -1.507 -0.548
C -2.806 -1.206 -0.508
N -1.913 -2.219 -0.483
O -2.412 -0.017 -0.498
H -5.748 -2.788 -0.506
H -4.309 -3.443 0.258
H -4.421 -3.368 -1.516
H -4.728 -0.711 -0.616
H -2.164 -3.178 -0.336
H -0.971 -1.864 -0.262
*
```

## Properties
* DFT total energy: -1477.1711 hartree
* LUMO (alpha / beta): 0.412 / 0.306 eV
* energy relative to the best compared isomer or geometry (same formula, charge and spin): 9.81 kJ/mol
* Kohn-Sham gap (alpha / beta): 8.019 / 7.731 eV

2.
Below is the molecule C18H26ClN3O3, with properties calculated with wB97M-V/def2-TZVPD.

The geometry in ORCA input format:
```
! wB97M-V def2-TZVPD RIJCOSX def2/J DEFGRID3
* xyz 0 1
C 1.964 2.952 3.611
C 0.938 3.478 2.606
C -0.400 3.746 3.289
O 0.680 2.546 1.566
C 1.682 2.424 0.586
C 1.166 1.465 -0.481
C 2.141 1.296 -1.643
N 1.652 0.317 -2.586
C 2.261 -0.865 -2.784
O 3.324 -1.187 -2.292
C 1.456 -1.795 -3.705
N 0.327 -2.361 -3.009
C 0.454 -3.535 -2.174
C -0.916 -3.620 -1.482
N -1.591 -2.423 -1.929
C -2.816 -1.961 -1.320
C -2.569 -1.472 0.086
C -1.903 -0.266 0.272
C -1.584 0.187 1.539
C -1.949 -0.582 2.633
Cl -1.558 -0.036 4.225
C -2.622 -1.783 2.473
C -2.922 -2.226 1.196
C -0.800 -1.648 -2.719
O -1.062 -0.532 -3.135
H 2.068 3.657 4.431
H 2.939 2.818 3.148
H 1.630 1.996 4.007
H 1.316 4.413 2.157
H -1.132 4.077 2.558
H -0.285 4.512 4.051
H -0.763 2.833 3.755
H 2.614 2.033 1.017
H 1.899 3.411 0.144
H 0.214 1.844 -0.856
H 0.984 0.495 -0.014
H 3.111 0.937 -1.287
H 2.284 2.253 -2.157
H 0.707 0.433 -2.938
H 1.079 -1.231 -4.562
H 2.097 -2.608 -4.049
H 1.274 -3.413 -1.456
H 0.663 -4.415 -2.790
H -1.479 -4.508 -1.793
H -0.829 -3.632 -0.390
H -3.543 -2.779 -1.328
H -3.181 -1.143 -1.947
H -1.631 0.318 -0.593
H -1.047 1.113 1.672
H -2.901 -2.367 3.336
H -3.442 -3.165 1.067
*
```

## Properties
* DFT total energy: -1551.7366 hartree
* SMILES: CC(C)OCCCNC(=O)CN1CCN(Cc2ccc(Cl)cc2)C1=O
* LUMO: 0.735 eV
* energy relative to the best compared isomer or geometry (same formula, charge and spin): 61.89 kJ/mol
* Kohn-Sham gap: 9.455 eV

3.
Below is a cluster of 6 separate species, C18H26F5O15 in total at a distorted geometry, with properties calculated with wB97M-V/def2-TZVPD.

The geometry in ORCA input format:
```
! wB97M-V def2-TZVPD RIJCOSX def2/J DEFGRID3
* xyz -1 1
F -1.307 0.111 1.642
C -3.053 1.207 -0.676
C -2.297 2.393 -0.095
O -3.381 3.252 0.235
C -4.464 2.782 -0.100
O -5.528 3.334 0.161
O -4.353 1.709 -0.810
F -1.472 2.832 -1.062
H -3.188 0.380 0.079
H -2.482 0.832 -1.411
H -1.873 2.068 0.709
C 0.452 2.723 2.768
C 0.348 2.265 4.171
O -0.808 2.886 4.522
C -1.483 3.303 3.486
O -2.698 3.652 3.536
O -0.761 3.359 2.413
F 1.404 2.712 4.853
H 0.630 1.775 2.085
H 1.205 3.343 2.441
H 0.239 1.131 4.374
C 1.228 -2.400 1.519
C -0.160 -2.814 2.150
O 0.209 -3.831 3.127
C 1.566 -4.148 3.074
O 2.195 -4.980 3.672
O 2.192 -3.285 2.087
F -0.910 -3.386 1.170
H 1.422 -1.445 2.057
H 1.126 -2.324 0.495
H -0.719 -2.049 2.699
C -4.150 0.393 3.261
C -3.800 -1.087 3.077
O -5.068 -1.623 2.888
C -5.981 -0.748 3.139
O -7.210 -0.942 3.041
O -5.526 0.362 3.411
F -3.302 -1.634 4.212
H -3.979 1.066 2.344
H -3.859 0.883 4.196
H -3.079 -1.279 2.474
C 5.420 1.613 -6.153
O 4.507 0.672 -5.582
C 5.149 -0.457 -4.979
C 4.122 -1.559 -4.687
O 3.311 -1.158 -3.783
C 2.359 -2.243 -3.351
C 1.214 -1.514 -2.674
O 1.759 -0.592 -1.650
C 0.698 0.040 -0.961
H 4.938 2.541 -6.235
H 5.876 1.295 -6.999
H 6.142 1.961 -5.332
H 5.887 -0.157 -4.175
H 5.629 -1.081 -5.871
H 4.620 -2.354 -4.270
H 3.552 -1.657 -5.700
H 2.921 -2.977 -2.726
H 1.810 -2.592 -4.122
H 0.589 -2.244 -2.217
H 0.694 -1.025 -3.458
H -0.109 -0.543 -0.848
H 0.592 0.820 -1.614
H 0.989 0.461 -0.017
*
```

## Properties
* DFT total energy: -2329.2740 hartree
* LUMO: 2.291 eV
* energy relative to the best compared isomer or geometry (same formula, charge and spin): 7.45 kJ/mol
* Kohn-Sham gap: 9.533 eV